108
Properties=species:S:1:pos:R:3:forces:R:3 method="wB97M-V/def2-TZVPD" e_tot_ha=-4805.15962 smiles="CCOS(C)(=O)=O.CCOS(C)(=O)=O.CCOS(C)(=O)=O.CCOS(C)(=O)=O.CCOS(C)(=O)=O.CCOS(C)(=O)=O.CO.CO.CO"
O -36.195845 -7.628681 15.231214 0.02 -0.20 -0.05
S -35.207958 -7.813610 14.209940 0.76 0.54 0.48
O -35.439229 -8.746647 13.150596 0.07 0.27 0.12
O -34.862423 -6.353311 13.610255 0.11 -0.93 -0.03
C -35.870767 -5.784046 12.789625 -1.71 1.05 -0.54
C -35.638115 -4.273173 12.716594 -0.03 -0.63 -0.16
C -33.610177 -8.100828 14.985296 0.18 -0.46 -0.09
H -36.876252 -5.897576 13.216990 0.29 -0.26 0.49
H -36.018336 -6.255601 11.813789 0.98 -0.17 -0.02
H -34.589596 -4.026787 12.556864 0.04 -0.01 0.18
H -36.022916 -3.862475 13.647284 0.29 0.38 -0.04
H -36.191954 -3.855376 11.876020 -0.14 -0.01 0.09
H -33.765627 -8.489345 15.989795 -0.27 0.06 -0.03
H -32.979400 -7.217491 15.035277 -0.39 0.26 -0.10
H -33.066794 -8.866433 14.435067 -0.22 0.00 -0.19
O -33.795055 -5.930881 22.861486 -0.32 -0.19 0.16
S -34.644528 -7.066631 22.660171 -0.73 -0.21 -0.27
O -34.092028 -8.377366 22.537792 0.07 0.09 0.16
O -35.735815 -7.204499 23.846168 0.42 0.24 -0.70
C -36.458064 -5.991897 24.154464 0.16 0.73 0.29
C -37.464246 -6.272882 25.244073 -0.40 -0.47 0.00
C -35.684733 -6.784342 21.229171 0.29 -0.02 0.01
H -36.959097 -5.590880 23.270821 0.00 -0.30 -0.13
H -35.724312 -5.244318 24.461074 -0.07 0.01 0.05
H -37.041445 -6.219143 26.244318 0.08 -0.08 -0.03
H -37.898220 -7.265094 25.093226 0.16 -0.05 0.07
H -38.323293 -5.603991 25.192855 0.22 0.28 -0.03
H -36.467418 -7.538474 21.217546 -0.01 0.00 0.04
H -35.058257 -6.915678 20.347671 0.13 -0.08 0.12
H -36.080800 -5.773203 21.195755 -0.03 -0.01 0.23
O -32.344238 -12.107081 17.638454 -0.45 0.05 -0.37
S -32.800831 -12.050789 16.275965 0.66 -0.10 -0.81
O -34.153911 -11.765143 15.914538 0.24 -0.10 0.38
O -31.945306 -10.943050 15.485105 -0.47 -0.45 0.26
C -30.552609 -10.800774 15.825642 0.59 0.34 0.29
C -29.928229 -9.871438 14.812298 0.24 0.24 -0.18
C -32.272718 -13.557827 15.433562 -0.28 0.83 0.59
H -30.056756 -11.774170 15.821031 -0.09 -0.03 -0.06
H -30.466781 -10.383120 16.829312 -0.09 -0.15 0.03
H -30.068450 -10.228308 13.791732 -0.13 0.04 0.01
H -28.852249 -9.769829 14.966225 -0.01 -0.27 0.19
H -30.308922 -8.853217 14.905625 -0.27 -0.11 -0.08
H -31.224079 -13.694023 15.681015 0.01 -0.18 -0.09
H -32.443019 -13.414727 14.371502 0.00 -0.06 -0.02
H -32.885437 -14.358101 15.839521 0.05 -0.08 -0.04
O -30.257760 -10.054105 19.203978 0.01 -0.12 0.60
S -30.731897 -10.554548 20.474916 -0.58 0.61 -0.92
O -30.412398 -11.893169 20.858377 0.13 0.51 0.42
O -30.243360 -9.543297 21.631449 -0.01 -1.02 -0.38
C -30.562465 -8.143141 21.457214 0.61 0.20 -0.02
C -29.591088 -7.353391 22.321701 -0.49 -0.47 0.12
C -32.501881 -10.290804 20.539058 0.63 -0.30 0.39
H -31.571571 -7.984846 21.836795 -0.11 0.05 -0.25
H -30.469023 -7.899063 20.398030 -0.13 0.05 0.03
H -29.795602 -7.693108 23.338633 0.22 0.41 0.15
H -29.802961 -6.291490 22.208605 -0.02 0.03 0.18
H -28.540434 -7.537964 22.110552 -0.06 -0.11 -0.27
H -32.730654 -10.214418 21.598970 -0.26 0.15 -0.08
H -33.019316 -11.143849 20.111408 0.17 0.00 -0.24
H -32.718456 -9.377290 19.995850 -0.11 0.03 0.07
O -39.953142 -9.132081 14.977378 0.00 0.40 0.38
S -39.890566 -7.952154 15.797616 0.41 -0.63 -0.19
O -39.230993 -6.776388 15.311911 -0.62 -0.29 0.38
O -41.396623 -7.525588 16.154496 0.35 0.36 0.04
C -42.260163 -8.565009 16.640758 -0.25 -0.59 0.18
C -43.656884 -8.021285 16.859718 0.13 0.81 -0.51
C -39.182498 -8.386370 17.404825 -0.40 0.94 -0.78
H -41.847102 -8.954766 17.573887 -0.02 0.02 0.02
H -42.288187 -9.373878 15.910637 0.15 -0.03 0.03
H -43.618197 -7.006984 17.263086 0.09 -0.13 0.25
H -44.250483 -8.645242 17.521890 0.08 -0.15 -0.01
H -44.165640 -7.915580 15.900400 -0.08 -0.17 0.04
H -38.121214 -8.501354 17.207626 0.02 -0.26 0.05
H -39.649878 -9.264765 17.831525 0.13 -0.15 -0.11
H -39.342615 -7.498935 18.016871 0.04 -0.10 0.14
O -39.523181 -17.247310 20.111511 0.26 0.10 -0.21
S -38.134513 -17.331990 19.788963 0.41 0.31 0.54
O -37.671043 -18.141413 18.696485 -0.11 0.32 0.42
O -37.628150 -15.810785 19.588350 -0.42 -1.00 0.34
C -36.300933 -15.631123 19.094341 0.49 0.87 -1.42
C -36.155219 -14.168517 18.688629 0.31 0.01 -0.05
C -37.244735 -17.780391 21.290298 -0.23 0.20 -0.68
H -36.158769 -16.206093 18.176366 -0.13 -0.34 0.24
H -35.508931 -15.919120 19.788475 -0.37 -0.06 0.41
H -36.525062 -13.479614 19.446821 0.11 -0.04 0.09
H -36.647104 -13.938377 17.744146 -0.29 -0.16 0.11
H -35.096123 -13.971950 18.498754 0.00 0.09 0.22
H -37.482265 -17.063297 22.070552 -0.15 0.02 -0.05
H -36.181682 -17.751052 21.066203 0.02 -0.20 0.05
H -37.586522 -18.776651 21.556527 0.12 -0.05 0.01
C -34.957187 -12.088026 22.118401 -0.09 0.29 0.11
O -35.807727 -11.357033 21.229314 -0.02 -0.31 0.42
H -34.130402 -12.545292 21.582065 -0.09 0.01 -0.18
H -34.559161 -11.388387 22.857469 0.19 -0.12 0.07
H -35.521605 -12.859125 22.646939 0.03 -0.11 -0.06
H -36.461996 -11.002873 21.858680 0.11 0.13 -0.35
C -35.645517 -9.661692 18.235900 0.89 -0.04 -0.03
O -36.757140 -10.375975 18.710550 -0.34 -0.02 -0.07
H -35.914894 -9.110617 17.336613 -0.24 0.18 0.14
H -35.221147 -8.994885 18.998762 -0.26 0.25 -0.03
H -34.800106 -10.291127 17.933045 -0.23 -0.32 0.04
H -36.482311 -10.915448 19.463445 0.20 0.00 0.07
C -38.424779 -9.649375 22.561935 0.56 0.33 0.18
O -37.457835 -10.420102 23.274701 -0.20 -0.40 -0.30
H -38.053404 -8.621993 22.485395 -0.35 0.11 0.08
H -38.474685 -10.037648 21.545674 -0.09 -0.17 0.08
H -39.406098 -9.687902 23.032501 -0.04 0.04 -0.05
H -37.405816 -10.167269 24.198469 -0.03 0.19 -0.02